# 1
Formula: C50H74O39
Source: the OMol25 dataset
Level of theory: ωB97M-V/def2-TZVPD

The geometry in XYZ format:
```
163
C50H74O39 ωB97M-V/def2-TZVPD
C 14.068 -7.736 19.026
C 13.275 -6.483 19.117
O 12.255 -6.862 18.198
C 12.841 -7.609 17.262
O 12.273 -8.008 16.292
O 14.074 -8.026 17.680
H 13.757 -8.535 19.699
H 15.049 -7.495 19.434
H 13.794 -5.601 18.741
H 12.957 -6.309 20.145
C 9.831 -6.763 9.018
C 8.803 -6.185 9.988
O 7.801 -7.119 9.962
C 8.159 -8.227 9.333
O 7.524 -9.243 9.092
O 9.418 -8.071 8.792
H 10.716 -6.837 9.649
H 10.246 -6.189 8.189
H 8.581 -5.193 9.596
H 9.164 -6.032 11.005
C 6.001 -11.067 15.354
C 5.807 -10.784 16.903
C 5.266 -9.418 17.429
O 4.427 -9.869 18.458
C 4.027 -11.171 18.307
O 3.137 -11.687 18.969
O 4.735 -11.622 17.226
H 6.031 -12.131 15.119
H 7.021 -10.764 15.120
H 5.291 -10.589 14.678
H 6.694 -11.044 17.481
H 4.635 -8.791 16.799
H 6.058 -8.757 17.783
C 16.083 1.708 21.796
C 16.640 0.295 21.433
C 15.885 -0.270 20.305
O 16.847 -1.046 19.717
C 18.089 -0.620 20.146
O 19.152 -1.082 19.730
O 17.943 0.251 21.045
H 16.385 2.082 22.774
H 15.031 1.712 21.510
H 16.491 2.433 21.091
H 16.483 -0.377 22.278
H 15.668 0.571 19.646
H 14.968 -0.793 20.574
C 11.704 6.221 18.359
C 11.547 5.007 17.393
C 11.156 5.319 15.942
O 12.200 4.937 15.168
C 13.096 4.304 15.963
O 14.226 3.944 15.552
O 12.723 4.405 17.251
H 12.367 5.936 19.176
H 10.775 6.518 18.844
H 12.228 7.042 17.869
H 10.737 4.402 17.801
H 10.835 6.361 15.933
H 10.273 4.704 15.767
C -0.420 -2.554 14.736
C -1.843 -2.098 14.498
C -2.514 -1.272 15.563
O -2.822 -0.003 15.047
C -2.338 0.136 13.833
O -2.513 1.125 13.154
O -1.799 -1.088 13.449
H 0.163 -2.855 13.866
H -0.461 -3.355 15.475
H 0.115 -1.730 15.206
H -2.569 -2.902 14.373
H -1.883 -1.193 16.448
H -3.328 -1.856 15.993
C -1.869 3.385 22.949
C -0.399 2.898 22.774
C -0.228 1.437 22.729
O 0.074 1.009 21.430
C 0.340 2.160 20.693
O 0.605 2.171 19.494
O 0.114 3.224 21.474
H -2.740 2.926 22.481
H -1.887 4.460 22.768
H -2.078 3.202 24.003
H 0.358 3.261 23.468
H -1.111 0.873 23.030
H 0.540 1.155 23.450
C 1.075 0.580 8.099
C 1.014 0.208 6.690
C -0.344 0.260 5.982
O 0.004 0.882 4.745
C 1.182 1.469 4.831
O 1.607 2.151 3.960
O 1.722 1.162 6.019
H 0.368 1.313 8.486
H 2.047 0.992 8.369
H 0.997 -0.356 8.654
H 1.539 -0.711 6.429
H -1.172 0.664 6.565
H -0.648 -0.785 5.931
C 15.129 -3.492 12.847
C 16.353 -2.601 12.517
C 17.527 -2.841 13.382
O 18.660 -2.864 12.588
C 18.272 -2.809 11.285
O 19.010 -2.722 10.290
O 16.941 -2.883 11.244
H 15.371 -4.554 12.808
H 14.241 -3.292 12.247
H 14.765 -3.335 13.862
H 16.175 -1.536 12.362
H 17.293 -3.776 13.892
H 17.665 -2.082 14.152
C 5.442 -4.575 25.660
C 5.506 -3.656 24.392
C 6.561 -4.155 23.394
O 5.778 -4.216 22.228
C 4.493 -3.909 22.439
O 3.630 -3.842 21.583
O 4.262 -3.712 23.717
H 5.284 -5.618 25.386
H 4.594 -4.148 26.197
H 6.286 -4.552 26.349
H 5.694 -2.659 24.790
H 7.072 -5.042 23.770
H 7.346 -3.404 23.474
C 6.105 -0.373 13.494
C 6.631 -0.612 14.900
C 6.477 -2.116 15.289
O 7.713 -2.367 15.841
C 8.552 -1.347 15.709
O 9.661 -1.305 16.210
O 8.013 -0.385 15.038
H 6.647 -1.030 12.815
H 6.120 0.677 13.201
H 5.082 -0.749 13.498
H 6.079 -0.064 15.664
H 6.487 -2.781 14.426
H 5.626 -2.407 15.905
C 7.527 4.858 8.115
C 8.171 3.560 7.550
C 9.411 3.743 6.543
O 10.391 2.959 7.204
C 9.964 2.490 8.318
O 10.572 1.581 8.959
O 8.813 3.000 8.624
H 6.697 4.693 8.802
H 7.080 5.499 7.355
H 8.267 5.492 8.603
H 7.450 2.913 7.049
H 9.638 4.796 6.378
H 9.139 3.315 5.578
C 0.608 7.740 15.236
C 1.512 6.634 15.580
C 2.235 5.946 14.373
O 3.404 5.533 14.974
C 3.600 6.185 16.172
O 4.624 6.269 16.820
O 2.551 6.942 16.492
H -0.011 7.602 14.349
H 1.133 8.680 15.066
H -0.098 8.005 16.023
H 0.912 5.895 16.112
H 2.224 6.556 13.469
H 1.645 5.075 14.088
```

E_HOMO, eV: -10.48
Orbital gap, eV: 10.341

Results of the Löwdin charge analysis, in e, for atoms 1 through 8: -0.201, -0.118, 0.075, -0.564, 0.165, 0.089, 0.140, 0.136


# 2
Formula: C50H78F4O13S2
Source: the OMol25 dataset
Level of theory: ωB97M-V/def2-TZVPD

The geometry in XYZ format:
```
147
C50H78F4O13S2 ωB97M-V/def2-TZVPD
C -6.543 -0.413 2.746
C -7.889 -0.433 2.093
C -7.795 -0.063 0.639
S -6.193 -0.760 0.209
O -5.277 0.298 -0.187
O -6.426 -1.862 -0.619
C -5.732 -1.302 1.868
H -6.601 -0.761 3.766
H -6.165 0.630 2.851
H -8.562 0.181 2.621
H -8.338 -1.432 2.156
H -7.801 1.017 0.387
H -8.518 -0.534 -0.042
H -4.644 -1.067 1.929
H -5.858 -2.340 1.991
C -1.007 0.078 -1.640
C -2.060 -0.257 -0.515
C -2.019 0.841 0.487
S -1.170 2.269 -0.341
O 0.193 2.326 0.197
O -1.946 3.470 -0.185
C -1.273 1.531 -1.947
H -1.166 -0.631 -2.447
H -0.003 -0.074 -1.283
H -1.772 -1.089 0.005
H -2.987 -0.369 -1.035
H -1.426 0.582 1.361
H -3.004 1.207 0.758
H -0.507 1.870 -2.636
H -2.294 1.748 -2.256
C 5.393 -5.134 -2.877
O 5.350 -5.507 -1.430
C 4.415 -6.537 -1.070
C 3.313 -5.835 -0.225
O 2.346 -5.146 -1.021
C 1.878 -3.940 -0.355
C 0.579 -3.557 -1.049
O -0.522 -4.134 -0.371
C -1.751 -4.222 -1.082
H 4.429 -4.724 -3.135
H 5.790 -5.918 -3.542
H 6.199 -4.393 -2.894
H 4.875 -7.329 -0.489
H 3.973 -6.918 -1.937
H 3.933 -5.166 0.349
H 2.763 -6.515 0.465
H 2.599 -3.044 -0.545
H 1.526 -4.120 0.736
H 0.650 -3.781 -2.096
H 0.487 -2.418 -1.053
H -1.474 -4.397 -2.157
H -2.342 -3.337 -1.062
H -2.278 -5.055 -0.569
C 2.869 -1.371 -6.414
O 2.236 -0.827 -5.299
C 2.879 -1.151 -4.087
C 2.043 -0.688 -3.001
O 2.635 -0.773 -1.777
C 3.075 0.444 -1.275
C 4.140 0.319 -0.248
O 5.339 -0.225 -0.832
C 6.214 -0.550 0.277
H 3.918 -1.115 -6.503
H 2.375 -0.941 -7.262
H 2.826 -2.485 -6.430
H 3.843 -0.604 -4.047
H 3.040 -2.256 -4.105
H 1.141 -1.294 -2.968
H 1.760 0.352 -3.245
H 2.299 1.051 -0.826
H 3.472 1.001 -2.108
H 3.753 -0.210 0.628
H 4.360 1.366 -0.030
H 6.496 0.324 0.912
H 7.148 -0.943 -0.233
H 5.744 -1.331 0.951
C 3.526 2.414 2.589
O 4.112 1.159 2.933
C 4.451 1.133 4.292
C 4.628 -0.295 4.734
O 3.399 -1.021 4.794
C 3.504 -2.330 4.105
C 4.107 -3.469 4.861
O 5.475 -3.299 4.949
C 6.083 -4.553 5.315
H 2.657 2.633 3.229
H 3.268 2.325 1.511
H 4.260 3.208 2.759
H 3.706 1.604 4.900
H 5.395 1.633 4.470
H 5.256 -0.376 5.646
H 5.295 -0.762 4.029
H 4.075 -2.202 3.133
H 2.420 -2.461 3.910
H 3.753 -4.372 4.384
H 3.701 -3.561 5.895
H 6.258 -5.223 4.503
H 5.406 -5.061 6.037
H 7.004 -4.280 5.769
F -0.895 -3.109 4.698
C -0.234 -2.198 3.920
C 0.212 -1.090 4.595
C 0.792 -0.100 3.834
C 0.987 -0.252 2.427
C 0.581 -1.447 1.851
C -0.011 -2.457 2.594
H 0.153 -0.982 5.703
H 1.229 0.842 4.225
H 1.335 0.587 1.892
H 0.737 -1.603 0.783
H -0.341 -3.399 2.108
F -7.651 3.393 0.526
C -6.933 3.243 1.624
C -7.586 3.372 2.839
C -6.854 3.215 3.972
C -5.459 3.106 3.992
C -4.794 3.109 2.766
C -5.556 3.172 1.576
H -8.642 3.531 2.761
H -7.404 3.229 4.939
H -4.950 3.010 4.912
H -3.727 3.124 2.650
H -5.088 3.187 0.562
F -3.951 3.819 -4.983
C -4.054 5.023 -4.307
C -3.787 5.105 -2.975
C -3.917 6.332 -2.343
C -4.213 7.534 -3.032
C -4.481 7.417 -4.377
C -4.379 6.180 -5.031
H -3.605 4.221 -2.331
H -3.704 6.412 -1.236
H -4.384 8.443 -2.471
H -4.711 8.288 -5.004
H -4.471 6.241 -6.093
F 2.606 2.209 -4.799
C 1.673 3.091 -4.593
C 0.443 2.894 -5.205
C -0.609 3.764 -5.030
C -0.477 4.769 -4.080
C 0.696 4.900 -3.410
C 1.818 4.099 -3.660
H 0.332 1.956 -5.812
H -1.508 3.651 -5.667
H -1.259 5.528 -3.893
H 0.761 5.779 -2.770
H 2.591 4.392 -2.983
```

SMILES: O=S1(=O)CCCC1.O=S1(=O)CCCC1.COCCOCCOC.COCCOCCOC.COCCOCCOC.Fc1ccccc1.Fc1ccccc1.Fc1ccccc1.Fc1ccccc1
Relative energy (zero: lowest compared OMol25 entry of this formula, charge and spin), eV: 0.7510
E_HOMO, eV: -8.97
Orbital gap, eV: 9.485

Results of the Löwdin charge analysis, in e, for atoms 1 through 8: -0.225, -0.242, -0.202, 0.654, -0.327, -0.296, -0.212, 0.121


- E_HOMO of number 1 (C50H74O39)?
  -10.48 eV